# 1
# C25H27Cl3F10InN3S4Si

A molecular structure, C25H27Cl3F10InN3S4Si (ωB97M-V/def2-TZVPD, the Open Molecules 2025 dataset).

Results
E   -151936.146 eV
Orbital gap   2.40 eV
F_max   9.52 eV/Å
Spin multiplicity   1
Molar mass   937.0 g/mol

Element x y z (Å)
F: -1.93 -2.02 -7.25
In: -0.48 2.48 -1.74
H: -0.41 -4.60 2.82
C: -0.97 -2.68 -7.70
H: -4.18 -1.08 -3.66
C: 3.17 0.16 -2.11
N: 0.14 0.37 3.36
F: 1.60 1.57 7.53
Si: -2.86 3.34 -4.17
H: -2.32 -3.24 1.66
H: -3.37 0.53 -3.94
C: 1.07 0.42 4.10
Cl: -2.57 5.35 -5.18
C: 2.15 -0.48 -1.19
H: 0.12 -3.97 -3.34
F: 4.42 0.82 3.72
H: 6.98 1.57 -0.23
C: 0.89 0.80 5.52
C: -1.48 -0.49 -1.74
F: 4.17 0.89 6.73
C: 1.88 1.30 6.31
H: 4.83 4.08 -3.58
N: -1.13 -4.35 4.53
H: -2.03 -3.93 4.92
C: -2.34 7.47 0.98
F: -0.16 -1.89 -6.49
H: 1.91 0.41 -0.54
H: -4.06 2.98 -5.84
H: 4.16 2.26 -4.75
H: -0.86 -2.22 2.48
H: -4.55 -1.78 4.40
H: -1.17 -1.35 5.21
C: -1.78 6.84 -0.19
H: -1.64 1.00 4.22
C: 3.30 0.84 4.32
N: -2.59 -1.96 3.49
H: 1.14 -1.19 -3.81
C: 3.34 2.43 -3.99
H: -1.27 -0.20 -3.88
H: 3.66 0.78 -1.27
F: -0.32 -2.39 -9.01
F: 2.53 -0.75 2.79
C: -3.88 -2.45 3.80
S: 2.16 1.14 -3.32
C: -1.25 0.16 3.74
H: 3.66 3.30 -2.13
Cl: -4.32 3.74 -2.85
H: -1.79 0.10 2.77
C: -1.97 -0.91 -3.29
C: -3.47 -0.30 -3.19
F: -3.70 2.04 -5.73
H: -2.45 -0.41 4.94
F: -0.24 0.68 6.13
C: -1.01 6.06 0.73
F: 7.83 1.72 0.55
C: 2.47 0.15 3.75
C: -1.11 -4.08 3.35
S: -1.76 -2.63 -3.70
Cl: 3.95 2.98 5.25
C: -1.87 -1.12 4.47
H: -3.79 -3.33 4.55
H: -4.34 -2.89 2.88
C: 1.02 -1.99 -3.09
C: 0.05 -2.92 -3.73
H: 0.13 -3.00 -4.80
C: 3.29 1.37 5.72
C: -1.84 -2.77 2.60
H: 3.94 -0.53 -2.43
H: 2.74 -1.06 -0.54
H: 1.94 -2.59 -2.97
C: -2.36 -0.52 -0.83
S: -3.78 -0.12 -1.48
C: 4.17 3.28 -3.14
S: 0.63 -1.19 -1.50

=====

# 2
# C20H16BrCoN3O2

A molecular structure, C20H16BrCoN3O2 (ωB97M-V/def2-TZVPD, the Open Molecules 2025 dataset).

Results
E   -137226.028 eV
Total charge   +1
Orbital gap (alpha / beta)   5.16 / 5.17 eV
F_max   1.93 eV/Å
Spin multiplicity   1
Molar mass   469.2 g/mol

Element x y z (Å)
N: -0.76 0.23 -1.45
Co: 0.91 0.70 -0.46
H: -2.75 -0.28 -1.13
H: -4.31 0.14 -3.44
C: -0.60 5.48 1.17
O: 0.53 2.55 -0.48
C: 2.31 -5.06 0.76
C: 2.09 -5.49 2.07
H: 1.42 -4.96 4.03
H: 2.31 -6.51 2.34
C: 1.23 -1.50 0.98
H: -1.14 5.72 3.26
H: -3.57 -0.62 -4.84
Br: 2.74 1.04 -1.87
H: 0.98 0.59 -4.27
C: 0.14 0.39 -3.63
C: 0.11 3.28 0.47
H: -0.67 3.38 3.84
H: 0.91 -2.62 3.41
N: 0.63 0.56 1.41
C: -0.07 2.81 1.84
C: 2.02 -3.76 0.41
H: 0.05 1.22 3.27
C: -3.56 -0.58 -3.76
C: -0.54 3.74 2.83
H: 2.19 -3.41 -0.60
H: -0.81 6.51 0.93
H: 2.71 -5.75 0.03
C: -0.80 5.03 2.51
N: 0.77 -0.64 1.94
O: 1.39 -1.11 -0.21
C: 1.51 -2.88 1.36
H: -1.28 -0.03 -5.16
C: -0.17 4.65 0.19
C: -1.98 -0.10 -1.87
C: 1.58 -4.62 3.02
C: 1.30 -3.31 2.68
C: -2.20 -0.21 -3.23
C: 0.20 0.45 -2.26
C: -1.13 0.04 -4.09
H: -3.86 -1.56 -3.39
C: 0.19 1.52 2.23
H: -0.01 4.98 -0.83

=====

# 3
# C42H60Cl3GeI2N5O2P2SeY

A molecular structure, C42H60Cl3GeI2N5O2P2SeY (ωB97M-V/def2-TZVPD, the Open Molecules 2025 dataset).

Results
E   -251332.379 eV
Total charge   -1
Orbital gap   6.79 eV
Energy relative to the best compared isomer or geometry (same formula, charge and spin)   0.215 eV
F_max   1.14 eV/Å
Spin multiplicity   1
Molar mass   1329.6 g/mol

Element x y z (Å)
H: -3.73 2.43 -3.24
Cl: -0.10 -2.97 -5.10
H: 1.34 3.50 5.41
H: -3.22 0.64 4.08
H: 0.47 4.43 -3.98
P: 1.62 0.87 0.31
C: -1.61 4.77 1.58
H: -4.55 5.11 -0.15
C: -2.95 5.47 1.29
C: 5.56 2.21 -0.36
H: 3.42 -8.42 -0.40
H: -0.13 5.08 -1.66
H: -2.00 -0.81 2.45
C: 4.18 2.14 -0.26
C: 0.64 1.88 4.19
O: 4.37 -2.47 -0.10
C: 1.25 2.04 -1.03
Se: 1.89 -3.97 -1.02
H: 6.03 3.15 -0.65
C: 1.33 2.56 -3.39
H: -0.83 2.81 1.98
C: -4.55 1.18 1.52
H: -2.98 -1.19 -1.76
H: 2.15 0.78 -2.51
H: -6.57 0.72 2.11
H: -3.74 2.96 -0.98
C: -3.68 -0.28 3.72
P: -2.13 0.99 0.32
C: 2.19 3.55 3.44
H: -3.50 -1.53 1.96
H: -2.45 4.15 -1.08
N: 0.27 -1.39 -1.94
C: -1.77 3.26 1.70
H: -5.66 -0.65 1.53
C: -3.68 -0.39 -1.48
C: -3.87 4.54 0.48
H: 6.94 -5.73 -0.42
C: -3.07 1.59 -3.49
H: -4.50 3.96 1.17
C: -3.07 3.57 -0.38
H: 6.25 -1.01 0.35
H: -1.15 5.16 2.49
H: 2.92 3.34 1.46
H: 0.06 0.42 2.72
C: -5.59 0.25 2.14
H: 0.11 -5.74 -0.82
H: 4.00 -5.09 -2.91
H: -5.71 -1.04 3.87
H: 3.74 -6.84 -2.93
H: 4.25 -7.99 1.10
C: 0.69 1.28 2.93
H: 2.78 4.44 3.62
C: 3.51 0.97 0.13
C: 6.33 1.09 -0.08
C: 2.88 -5.12 0.19
H: 5.39 -6.20 -2.93
C: 0.56 -1.44 -4.52
H: 3.60 3.02 -0.52
H: -5.40 0.60 -2.30
H: 5.19 -8.50 -0.30
H: 7.41 1.13 -0.15
C: 4.38 -6.05 -2.54
H: -1.43 0.54 -2.57
H: -4.20 -0.75 -0.59
H: -3.25 -0.42 -4.22
C: 0.69 3.77 -3.16
H: 6.16 -5.40 1.14
H: 6.06 -4.19 -0.15
C: -5.20 -0.11 3.58
C: 0.62 3.26 -0.80
C: 1.50 1.78 1.92
C: 0.35 4.12 -1.86
C: 0.67 -5.32 -1.66
C: -4.66 -0.14 -2.62
C: 6.08 -5.27 0.06
Cl: -0.26 -0.09 -5.30
H: 1.04 -1.59 3.69
H: 2.16 -5.80 0.63
C: 3.75 -1.58 0.48
H: 1.62 2.28 -4.40
I: -1.96 -3.38 0.05
H: -2.46 1.92 -4.34
H: -0.91 4.98 0.77
C: 4.29 -0.17 0.32
C: -3.91 0.37 -3.85
H: -1.60 2.19 -2.02
N: -3.24 0.52 1.47
C: -3.06 -0.61 2.37
N: -0.71 0.39 0.42
C: -2.17 1.30 -2.30
Ge: 4.42 -6.07 -0.58
H: -5.56 0.67 4.26
N: -2.23 2.69 0.43
H: -4.60 0.60 -4.67
Cl: 2.30 -1.35 -4.85
H: 3.23 -4.45 0.98
C: 4.31 -7.94 0.01
H: -2.48 3.03 2.52
H: -4.50 2.10 2.13
I: 0.69 -4.14 3.16
C: 1.62 1.70 -2.33
H: 0.35 3.53 0.21
H: -5.19 -1.07 -2.86
C: 0.38 -1.38 -3.07
N: -2.97 0.84 -1.16
H: -0.05 -4.84 -2.33
O: 2.69 -1.77 1.18
C: 5.69 -0.10 0.22
H: -0.69 -1.95 3.71
H: 0.01 1.44 4.95
H: -3.44 5.75 2.22
H: -3.43 -1.07 4.44
H: 1.22 -6.09 -2.20
H: -4.85 1.48 0.52
C: 2.26 2.92 2.20
C: 1.38 3.02 4.44
C: 0.21 -2.01 3.11
Y: 0.50 -1.73 0.70
H: -2.77 6.39 0.74

=====

# 4
# C9H10NO4

A gas-phase ion, C9H10NO4 (charge +1) (ωB97M-V/def2-TZVPD, the Open Molecules 2025 dataset).

Results
E   -19166.889 eV
Total charge   +1
Orbital gap   8.87 eV
Energy relative to the best compared isomer or geometry (same formula, charge and spin)   0.000 eV
F_max   5.06 eV/Å
Spin multiplicity   1
Molar mass   196.2 g/mol
SMILES string   CO[C@]1(O)Oc2ccccc2OC1=[NH2+]

Element x y z (Å)
C: -1.85 -0.76 1.46
H: -2.53 0.01 1.81
H: 0.72 3.24 -0.27
C: 0.11 -2.65 0.71
H: 1.26 1.28 -3.01
H: 0.82 -3.39 0.46
O: -0.26 2.12 -1.72
C: 0.65 -0.03 -1.72
H: 2.42 2.90 0.43
C: -1.67 -1.87 2.23
C: -0.09 -1.48 -0.05
O: 0.57 -1.21 -1.28
N: 1.23 0.27 -2.85
H: -2.20 -1.86 3.23
O: 1.25 1.33 -0.05
H: 1.05 2.57 1.61
C: 1.33 2.67 0.53
H: -0.66 -3.81 2.25
O: -1.04 0.73 -0.14
C: -1.11 -0.57 0.35
H: 1.62 -0.41 -3.53
C: 0.14 1.07 -0.85
C: -0.76 -2.78 1.85
H: -0.99 2.63 -1.44

=====

# 5
# C15H17N2O2

A gas-phase ion, C15H17N2O2 (charge +1) (ωB97M-V/def2-TZVPD, the Open Molecules 2025 dataset).

Results
E   -22897.935 eV
Total charge   +1
Orbital gap   8.90 eV
Energy relative to the best compared isomer or geometry (same formula, charge and spin)   0.000 eV
F_max   2.14 eV/Å
Spin multiplicity   1
Molar mass   257.3 g/mol
SMILES string   COc1ccc([C@H]([NH2+]NC=O)c2ccccc2)cc1

Element x y z (Å)
C: -2.67 -2.41 1.14
H: -2.20 -4.28 0.24
C: -5.80 3.33 2.43
N: -0.57 -0.40 1.32
C: -7.32 4.90 1.40
C: -3.87 -3.37 -0.75
H: 1.18 -1.10 2.21
H: -1.55 1.07 2.27
H: -3.89 1.27 4.40
H: -5.66 -2.31 -1.30
C: -4.77 -2.32 -0.68
H: -4.01 -4.18 -1.48
C: -4.40 1.65 3.50
O: -6.64 4.39 2.59
H: -5.96 3.11 0.28
H: -1.94 -2.53 1.95
H: -0.72 -1.26 0.79
C: -5.26 2.72 3.58
H: -2.00 0.83 0.60
H: -8.06 4.18 1.01
C: 0.37 -0.37 2.34
H: -4.65 1.12 0.14
H: -5.40 -0.53 0.30
H: -2.81 -0.51 3.04
C: -4.61 -1.28 0.24
N: -1.77 0.40 1.52
H: -7.84 5.79 1.77
C: -5.54 2.70 1.20
C: -3.51 -1.28 1.14
C: -4.78 1.55 1.14
O: 0.33 0.45 3.25
C: -3.18 -0.16 2.06
H: -5.52 3.15 4.54
C: -4.15 1.01 2.26
C: -2.85 -3.42 0.19
H: -6.62 5.20 0.59

=====

Question: What is the E in the fourth record?
Answer: -19166.889 eV